(1)
165
Properties=species:S:1:pos:R:3 method="wB97M-V/def2-TZVPD" lumo_ev=1.7 homo_lumo_gap_ev=4.580 multiplicity=1 total_charge=-1 energy_ev=-510009.74501
C 3.10100 -1.09999 4.75717
C 2.01223 -2.02515 4.11572
C 2.21653 -2.32538 2.61653
C 2.01590 -1.05840 1.67390
C 0.51712 -0.66747 1.66571
P -0.30649 0.09068 0.10832
C 0.92578 -0.57791 -1.18766
C 2.28493 0.15680 -1.42426
C 2.20018 1.23919 -2.57812
C 2.87582 2.59290 -2.22887
N 3.19223 3.26429 -3.54787
P 0.64704 2.15245 0.35210
O 1.96046 2.07903 1.42176
O -0.48617 3.14619 1.17461
P -1.46038 0.87066 -1.63765
C -1.96667 2.63843 -1.71977
C -3.20735 3.07345 -0.80994
C -2.36910 -0.21316 -2.80418
C -2.02054 -1.72894 -2.94179
O -1.28831 -1.38907 0.13864
C -2.49890 -1.32548 0.84986
S -4.12390 -1.21640 -0.02199
C -2.52891 -2.75831 1.51215
C -3.83064 -3.10731 2.31177
C -4.72875 -4.20424 1.59773
C -6.18037 -3.72004 1.36884
C -6.95512 -3.27198 2.50318
C -8.29137 -2.84041 2.30480
C -8.87193 -2.82320 0.99961
C -8.10704 -3.27556 -0.12072
C -6.73841 -3.72616 0.05942
C -2.37982 -0.03153 1.80449
F -3.67396 0.60723 1.65463
P -2.29371 -0.22346 3.66144
O -1.76133 -1.51540 4.17179
O -1.30340 0.97395 4.23940
O -3.76363 0.06227 4.32351
O -1.53911 0.83842 1.19803
H 4.11546 -1.39674 4.42492
H 2.84376 -0.05163 4.51454
H 3.07667 -1.26925 5.85795
H 1.01282 -1.62079 4.37555
H 2.08151 -3.00732 4.65231
H 1.47082 -3.06957 2.25503
H 3.21237 -2.73473 2.35052
H 2.65928 -0.28193 2.15113
H 2.51396 -1.35785 0.73688
H -0.03185 -1.54114 2.08411
H 0.38473 0.10932 2.46194
H 0.47948 -0.67540 -2.19873
H 1.15838 -1.63001 -0.88144
H 2.83012 0.51528 -0.53267
H 2.95963 -0.61793 -1.87339
H 2.66843 0.84301 -3.50973
H 1.14325 1.45925 -2.84701
H 3.82307 2.50744 -1.66200
H 2.14509 3.26866 -1.73861
H 3.11935 4.27627 -3.44920
H 2.39840 2.98854 -4.13144
H 2.11049 2.98225 1.73245
H -0.47193 3.99301 0.71208
H -1.14352 3.38423 -1.64572
H -2.35695 2.79605 -2.76005
H -2.91971 3.72762 0.03099
H -3.72854 2.14569 -0.51897
H -3.93285 3.65394 -1.43451
H -2.27120 0.21620 -3.83391
H -3.47083 -0.15201 -2.61517
H -2.87955 -2.32512 -2.56220
H -1.12923 -2.07075 -2.38758
H -1.91425 -2.02085 -4.01115
H -4.29270 -2.44646 -0.58148
H -1.66539 -2.94489 2.17466
H -2.41906 -3.46988 0.66156
H -4.41636 -2.22835 2.63236
H -3.48354 -3.60625 3.24418
H -4.67324 -5.15854 2.15671
H -4.31333 -4.40814 0.58786
H -6.50597 -3.25172 3.51461
H -8.85423 -2.51783 3.19648
H -9.90162 -2.46968 0.83355
H -8.57526 -3.24132 -1.11388
H -6.15246 -4.05251 -0.81501
H -1.49180 1.02696 5.19032
H -3.92526 -0.58357 5.03075
C -4.04608 -3.23465 6.59706
Cl -5.16249 -2.98440 5.25130
Cl -3.76713 -1.73198 7.48775
H -4.46951 -3.97021 7.27360
H -3.09831 -3.59034 6.20272
C 6.80278 3.58871 -4.35332
Cl 6.59179 4.87889 -5.54385
Cl 7.89317 4.08459 -3.05057
H 5.83086 3.34377 -3.92704
H 7.22035 2.71873 -4.84929
C -0.03179 -4.63955 -0.58783
Cl 0.47215 -4.75359 1.10310
Cl 1.34251 -4.44082 -1.68707
H -0.55537 -5.55308 -0.85401
H -0.69269 -3.78138 -0.69518
C -2.25529 -8.09584 -0.64483
Cl -1.61692 -7.32671 -2.10512
Cl -2.96846 -6.91196 0.45348
H -3.01782 -8.81341 -0.93149
H -1.44279 -8.60282 -0.13361
C 4.03221 3.87666 -8.17558
Cl 3.28544 2.50065 -9.00269
Cl 3.50053 3.97837 -6.49799
H 5.11156 3.75671 -8.19661
H 3.75342 4.78870 -8.68989
C 0.34307 6.64465 2.83898
Cl -0.23531 7.98437 1.83560
Cl 1.30754 5.50388 1.89820
H 0.95456 7.04613 3.63976
H -0.51334 6.12079 3.25279
C -8.64573 -6.75075 -2.01514
Cl -8.26222 -5.80748 -0.56347
Cl -7.29663 -6.73978 -3.16078
H -8.85511 -7.77805 -1.73127
H -9.51669 -6.31581 -2.49568
C -4.68250 -8.82133 4.02414
Cl -4.63167 -9.03088 2.26816
Cl -5.35563 -7.25092 4.47381
H -5.30253 -9.60249 4.45207
H -3.67222 -8.89445 4.41396
C 7.27055 0.49386 2.63200
Cl 5.60215 0.77687 2.13035
Cl 7.72219 -1.20710 2.43659
H 7.93016 1.10301 2.02208
H 7.37544 0.76567 3.67805
C 0.53301 10.82348 3.83723
Cl 0.61602 9.49886 5.00488
Cl 0.68181 12.39601 4.63204
H 1.34274 10.71234 3.12370
H -0.42185 10.77759 3.32432
C 1.58324 7.28463 -1.22728
Cl 1.08129 8.65846 -2.22406
Cl 2.51229 6.10853 -2.16224
H 2.19982 7.64966 -0.41250
H 0.69896 6.79632 -0.83207
C -0.17252 1.18757 -8.49565
Cl -0.80555 -0.45903 -8.35859
Cl -0.32447 2.06129 -6.96845
H 0.87688 1.13920 -8.77198
H -0.73133 1.71668 -9.26096
C 7.74568 7.62640 -1.61166
Cl 6.11208 7.24479 -2.15510
Cl 7.73828 8.86320 -0.34481
H 8.20283 6.72432 -1.21778
H 8.31943 7.99402 -2.45621
C 3.42410 7.03527 -10.73398
Cl 1.94499 6.10775 -11.00337
Cl 4.83449 5.97621 -10.60296
H 3.57161 7.71303 -11.56833
H 3.32251 7.59876 -9.81176
C 5.43634 -4.81511 0.89472
Cl 4.09236 -4.47806 -0.20275
Cl 5.94735 -3.36149 1.76461
H 5.12244 -5.56523 1.61434
H 6.27600 -5.18635 0.31526
C 6.29308 -3.24717 6.70914
Cl 6.86565 -2.48134 5.22445
Cl 5.62997 -2.06021 7.84073
H 5.51642 -3.96248 6.45684
H 7.12547 -3.75571 7.18509

(2)
10
Properties=species:S:1:pos:R:3 method="wB97M-V/def2-TZVPD" lumo_ev=0.8 homo_lumo_gap_ev=9.229 multiplicity=1 de_lowest_ev=0.246 energy_ev=-30731.16836
C -0.15377 0.03334 0.72797
C -1.10063 -1.00191 1.13911
C -1.40015 -1.70016 0.01472
C -0.01257 -0.12201 -0.64578
H -1.35168 -1.35300 2.14022
H -2.15504 -2.47486 -0.03506
H -0.87648 -1.53953 -1.96512
N -0.82448 -1.16116 -1.04971
Cl 0.54818 1.18199 1.76078
Cl 0.99048 0.59683 -1.77303

(3)
19
Properties=species:S:1:pos:R:3 method="wB97M-V/def2-TZVPD" lumo_ev=-4.4 homo_lumo_gap_ev=11.341 multiplicity=1 de_lowest_ev=1.681 total_charge=+1 energy_ev=-7898.38090
C -1.14793 -0.80678 -0.84829
C -0.99822 0.72224 0.89356
C -2.10705 0.18515 -0.16618
C 0.26440 -0.19370 -0.73785
C 1.40096 -1.26903 -0.97278
C 1.32982 1.30076 1.44419
N 0.30394 0.60303 0.61724
H -1.21814 -1.75418 -0.33260
H -1.25134 -0.97408 -1.92758
H -2.43439 0.97130 -0.72724
H -1.42712 1.26452 1.68310
H -2.96606 -0.30104 0.39649
H 0.36268 0.71161 -1.32696
H 1.31407 -1.94424 -0.18710
H 2.37147 -0.93595 -0.89477
H 1.30891 -1.82768 -1.93557
H 1.81607 1.94759 0.81523
H 1.11586 1.79415 2.36171
H 1.96208 0.50635 1.84541

(4)
104
Properties=species:S:1:pos:R:3 method="wB97M-V/def2-TZVPD" lumo_ev=-3.2 homo_lumo_gap_ev=8.165 multiplicity=1 de_lowest_ev=6.163 total_charge=+1 energy_ev=-109126.11492
C 3.23304 -4.16398 2.46618
C 3.98596 -2.76873 2.67212
C 5.23344 -2.52364 1.70855
C 5.31164 -1.07962 1.03921
C 4.80502 0.13629 1.94658
C 3.64511 0.99696 1.20899
C 2.19542 0.75695 1.82452
C 0.98569 1.16959 0.81707
C -0.11756 0.02022 0.73615
C -0.60938 -0.32227 -0.77453
O 0.58138 -0.40827 -1.59332
N 1.36471 -1.47688 -1.26632
O 2.42611 -1.14796 -0.86763
C -1.44943 -1.66823 -0.65261
N -2.51159 -1.82171 -1.72636
C -3.13819 -3.20372 -1.74405
C -3.58619 -3.77699 -0.32751
C -2.81754 -5.14102 0.09810
C -2.78075 -6.23012 -1.06410
C -1.39654 -4.88127 0.78058
P -1.80647 -1.58966 -3.40661
C -3.07943 -2.02919 -4.72383
O -0.49085 -2.69786 -3.63431
C -3.48507 -0.70868 -1.50084
C -2.85401 0.70151 -1.12353
C -3.45942 1.14287 0.28959
C -2.93130 2.54025 0.84368
C -4.02687 3.37963 1.64295
F -5.15470 3.41424 0.76689
F -3.67975 4.74394 1.77410
C -4.56627 2.71954 2.97625
F -5.34597 1.58232 2.67157
F -5.48922 3.63272 3.52916
S -3.32439 2.29955 4.30224
F -3.96307 3.49284 5.29374
F -4.46257 1.26737 4.98926
F -2.73317 0.98039 3.48914
F -2.16712 3.32571 3.73665
F -2.29392 1.90920 5.53939
P -3.59214 1.94429 -2.39731
N -5.07195 2.36900 -2.01163
O -3.61395 1.24617 -3.97149
O -2.50051 3.25581 -2.52285
N -1.38869 0.83254 -1.26010
H 3.76397 -4.90189 1.79231
H 3.14037 -4.66971 3.49212
H 2.14700 -4.00583 2.12996
H 3.20352 -1.95042 2.66261
H 4.40427 -2.78710 3.74092
H 5.12521 -3.27591 0.84598
H 6.21564 -2.81209 2.21823
H 6.41877 -0.89585 0.79757
H 4.77893 -1.00176 0.03238
H 5.68723 0.86714 2.02500
H 4.53596 -0.13212 3.01243
H 3.89827 2.10186 1.40154
H 3.70822 0.87054 0.07994
H 2.10959 1.39626 2.76900
H 1.98092 -0.31024 2.14072
H 1.35565 1.56039 -0.17767
H 0.47953 2.06189 1.33551
H 0.19461 -0.97607 1.18929
H -1.02465 0.36405 1.34716
H -0.84424 -2.62321 -0.68107
H -1.93147 -1.63906 0.38645
H -4.09317 -3.09774 -2.37055
H -2.45040 -3.87373 -2.34342
H -4.68118 -4.10486 -0.43153
H -3.57914 -3.03111 0.52588
H -3.48315 -5.58714 0.92031
H -2.29498 -7.16556 -0.61092
H -3.79691 -6.55345 -1.44069
H -2.07679 -5.92719 -1.91901
H -1.35706 -3.95006 1.42295
H -0.59548 -4.91948 -0.03240
H -1.19034 -5.79538 1.44133
H -3.03712 -3.16373 -4.88393
H -2.92503 -1.45278 -5.68631
H -4.12034 -1.83376 -4.28163
H -0.34297 -3.16001 -2.77845
H -4.18785 -0.69534 -2.40081
H -4.14857 -1.03059 -0.62076
H -3.16918 0.34240 1.05211
H -4.59770 1.07651 0.20405
H -2.54479 3.24949 0.02921
H -2.00572 2.30664 1.47759
H -5.02215 3.39975 -1.88738
H -4.55078 0.95514 -4.05644
H -1.82988 2.94493 -3.17184
H -1.02751 1.73154 -0.92926
C 6.32502 3.70740 -1.24970
C 6.79898 4.49329 -2.21989
C 6.21815 5.84208 -2.48193
O 6.68842 6.53735 -3.36221
C 5.08567 6.27458 -1.65725
C 4.61087 5.48701 -0.69040
C 5.20965 4.15052 -0.41129
O 4.75885 3.46592 0.49402
O 3.56101 5.87054 0.08140
O 7.82877 4.09846 -3.00680
H 6.73860 2.72827 -1.04800
H 4.66176 7.24702 -1.86823
H 3.41281 5.13288 0.70240
H 7.98282 4.83914 -3.62441

Repeat the third record exactly.
19
Properties=species:S:1:pos:R:3 method="wB97M-V/def2-TZVPD" lumo_ev=-4.4 homo_lumo_gap_ev=11.341 multiplicity=1 de_lowest_ev=1.681 total_charge=+1 energy_ev=-7898.38090
C -1.14793 -0.80678 -0.84829
C -0.99822 0.72224 0.89356
C -2.10705 0.18515 -0.16618
C 0.26440 -0.19370 -0.73785
C 1.40096 -1.26903 -0.97278
C 1.32982 1.30076 1.44419
N 0.30394 0.60303 0.61724
H -1.21814 -1.75418 -0.33260
H -1.25134 -0.97408 -1.92758
H -2.43439 0.97130 -0.72724
H -1.42712 1.26452 1.68310
H -2.96606 -0.30104 0.39649
H 0.36268 0.71161 -1.32696
H 1.31407 -1.94424 -0.18710
H 2.37147 -0.93595 -0.89477
H 1.30891 -1.82768 -1.93557
H 1.81607 1.94759 0.81523
H 1.11586 1.79415 2.36171
H 1.96208 0.50635 1.84541